Molecular formula: C21H42O21
Method: DFT, ωB97M-V/def2-TZVPD

Properties
Largest force on an atom: 4.96 eV/A
Frontier orbital gap (alpha / beta): 8.924 / 2.614 eV
Charge: +1
Spin multiplicity: 2

```
84
Properties=species:S:1:pos:R:3:mulliken_charge:R:1
O -2.16 4.76 2.10 -0.32
H -3.29 4.60 3.73 0.20
H 4.30 7.12 -2.28 0.22
H 1.40 -4.06 3.75 0.35
H -4.97 -0.48 0.34 0.13
H -0.38 4.51 -0.42 0.33
C -0.38 -0.88 -0.64 0.87
H -2.57 0.69 -0.15 0.54
C -2.34 4.20 3.38 -0.68
H 2.77 7.00 -3.28 0.30
H 1.41 -2.84 0.54 0.31
C 0.44 3.79 -0.43 -0.52
H -1.81 1.91 -1.26 -0.37
C -6.31 4.31 2.42 -0.74
H -2.46 3.11 3.35 0.34
C 1.78 -4.71 2.96 -0.20
O -6.31 2.63 0.14 -0.61
C 5.98 -1.72 -0.69 -0.63
H -2.23 0.47 -1.95 0.31
C 3.37 -8.33 5.56 -0.66
O -1.39 -1.32 -7.15 -0.58
H 4.20 -7.79 6.02 0.33
H -6.07 4.82 3.35 0.23
H 2.81 -8.81 6.36 0.27
H 4.54 -2.67 4.01 0.27
O -0.89 -2.00 -5.07 -0.28
H -3.19 5.16 -1.89 0.39
O 2.63 -7.65 4.62 -0.32
H -1.49 4.51 3.99 0.28
O -1.22 -1.76 -0.89 -0.12
H -4.56 4.34 -0.95 0.28
O 4.42 -3.11 1.17 -0.55
O 1.66 4.35 -0.87 -0.34
H 6.00 -3.03 4.82 0.31
H -3.15 3.56 -1.60 0.08
O 0.96 -1.04 -0.46 -0.20
C 1.58 -2.34 -0.41 -0.50
C 3.22 7.05 -2.29 -0.61
H 1.07 -3.03 -8.19 0.30
C 5.47 -2.50 1.48 0.75
H -6.65 0.13 0.17 0.36
H -2.55 -0.75 -4.79 0.39
H -1.10 0.08 -4.65 0.38
O -5.64 1.03 1.72 -0.30
C -5.91 2.29 1.25 0.92
C -5.84 -0.10 0.87 -0.66
O -2.77 4.88 0.04 -0.34
C -1.52 -0.91 -4.47 -0.58
C 5.50 -3.16 3.86 -0.53
O 0.58 6.09 -1.89 -0.59
H 2.77 -4.31 2.76 0.03
C -3.49 4.47 -1.10 -0.56
H -6.09 4.94 1.56 0.30
H -0.55 -2.87 -8.79 0.33
H 0.37 3.17 0.47 0.37
O -5.73 3.08 2.31 -0.27
O 2.91 5.94 -1.54 -0.32
H 0.15 -4.39 -8.42 0.28
C -1.89 0.85 -0.99 -0.41
H -7.37 4.05 2.39 0.38
H 0.22 3.19 -1.32 0.16
O -0.23 -3.26 -6.70 -0.30
O -2.59 2.78 0.99 -0.45
H 1.28 -4.57 2.00 0.07
H 2.76 7.89 -1.77 0.31
C -0.85 -2.12 -6.35 0.79
C 1.63 5.55 -1.46 0.71
H 3.75 -9.16 4.96 0.26
H -6.29 -0.91 1.45 0.30
H 5.36 -4.21 3.59 0.25
H 1.15 -2.98 -1.18 0.40
H -1.48 -1.09 -3.40 0.02
C 2.62 -6.36 4.47 0.83
H 5.14 -1.07 -0.92 0.24
O 6.08 -2.50 2.73 -0.34
H 5.74 -2.68 -1.15 0.32
O 1.77 -6.04 3.48 -0.37
H 6.85 -1.25 -1.15 0.26
C 0.05 -3.38 -8.04 -0.73
C -2.48 4.00 1.04 0.83
O 3.24 -5.52 5.14 -0.60
O -0.67 0.37 -0.57 -0.03
O 6.27 -1.75 0.67 -0.32
H 2.66 -2.25 -0.48 0.06
```


Molecular formula: C32H26ClHfN3OPSe4
Method: DFT, ωB97M-V/def2-TZVPD

Properties
Largest force on an atom: 0.65 eV/A
Frontier orbital gap: 6.334 eV
Charge: +1

```
69
Properties=species:S:1:pos:R:3:mulliken_charge:R:1
C 0.46 -3.43 -1.42 -0.07
C -4.37 -4.49 3.16 -0.44
H 5.37 -4.93 -0.43 0.44
H 0.96 -3.24 4.86 0.47
C 3.52 -3.87 -0.24 -0.32
H 1.31 -4.26 -4.59 0.44
C 0.97 -2.99 2.74 -0.45
H -1.05 -5.00 -4.61 0.42
C -4.37 -4.11 1.82 -0.94
Se -2.30 1.45 -2.57 -0.13
Cl 2.98 0.00 0.72 -0.02
C -1.42 -4.39 -2.59 -0.66
H -0.61 -6.50 2.58 0.46
C 2.88 -2.65 0.00 -0.26
Hf -0.17 0.08 -0.16 -0.78
N -1.15 -0.67 2.71 -0.93
H -2.45 -4.70 -2.60 0.47
Se -1.11 -0.57 -2.74 -0.04
H 1.60 3.40 3.58 0.50
C 1.24 -3.58 -2.56 -0.75
C 0.14 1.24 2.72 0.63
C 0.72 -3.69 3.91 -0.78
C 5.67 -2.86 0.04 -0.55
H -2.03 -2.36 4.34 0.47
H 2.27 -3.25 -2.58 0.46
C -2.67 -2.47 2.30 0.68
C -0.13 1.50 4.15 -1.94
H 1.41 2.78 -1.27 0.46
O -1.56 -1.34 0.55 -0.13
H -5.03 -4.59 1.12 0.44
C 1.48 2.95 -0.21 -0.05
C 2.15 4.05 0.31 -0.87
C -1.74 -1.43 1.83 0.50
H 2.74 5.05 2.12 0.46
C 0.69 -4.15 -3.71 -0.74
Se -2.28 1.74 -0.23 -0.19
C -3.53 -3.85 4.06 -0.79
P 1.07 -2.55 0.04 1.85
C -0.88 -3.82 -1.45 -0.37
N -0.31 0.23 2.06 1.83
H -0.79 0.74 4.56 0.36
C 2.22 4.21 1.68 -0.62
C 0.10 -4.83 1.45 -0.36
H -0.06 -5.49 4.77 0.44
H -1.52 -3.66 -0.58 0.39
H -3.51 -2.79 0.36 0.53
H -5.04 -5.27 3.49 0.43
H 2.92 -4.75 -0.45 0.46
H 5.65 -0.76 0.54 0.50
C -2.69 -2.85 3.64 -0.42
H -0.59 2.49 4.27 0.40
C 5.06 -1.64 0.31 -0.61
H -0.13 -5.30 0.51 0.52
C 0.67 -3.56 1.50 0.67
H 1.40 -2.00 2.79 0.27
H 0.81 1.51 4.71 0.40
H -3.54 -4.15 5.10 0.44
C -3.52 -3.10 1.39 -0.06
C 0.91 2.23 1.92 0.96
Se 1.12 0.08 -2.46 -0.39
H 2.62 4.76 -0.36 0.44
N 0.89 2.05 0.58 0.16
C 1.58 3.29 2.51 -0.91
C -0.16 -5.52 2.63 -0.76
H 6.75 -2.93 0.05 0.41
C 3.68 -1.57 0.29 0.60
C -0.63 -4.56 -3.72 -0.62
C 4.89 -3.98 -0.23 -0.87
C 0.15 -4.95 3.85 -0.56
```


Molecular formula: C11H18OS
Method: DFT, ωB97M-V/def2-TZVPD

Properties
SMILES: C=[S@H](=O)\C=C(/C=C\C=C\CC)CC
Largest force on an atom: 3.95 eV/A
Frontier orbital gap: 7.901 eV

```
31
Properties=species:S:1:pos:R:3:mulliken_charge:R:1
H 0.77 -2.54 -1.95 0.29
S 1.96 1.50 -0.76 0.56
C 1.85 -0.32 -0.82 -0.27
C 1.27 -3.13 -1.09 -1.37
C -0.17 0.11 2.08 -0.40
H -3.55 2.30 -1.54 0.35
H -0.08 0.39 3.17 0.25
H -1.73 1.45 2.04 0.26
C -3.35 0.56 -0.31 -0.34
H 0.82 -4.13 -1.20 0.37
H 2.61 1.66 -2.10 0.16
C -2.76 1.86 -0.90 -1.26
H 1.72 -0.51 2.06 0.52
C 0.89 -0.39 1.45 -1.13
H 1.52 -2.92 1.00 0.31
C 0.89 -2.46 0.19 0.02
O 0.63 2.08 -0.90 -0.54
H 2.25 -0.70 -1.75 0.37
H -3.45 -0.05 -1.29 0.23
C 1.22 -0.98 0.14 0.32
C -2.20 -0.02 0.49 -0.04
H -2.45 2.56 -0.20 0.42
H 2.33 -3.10 -1.24 0.35
C -1.47 0.54 1.43 -0.13
H -1.75 -0.97 0.25 0.09
H 2.11 2.95 1.02 0.33
C 2.81 2.35 0.52 -0.97
H -4.25 0.87 0.26 0.32
H 3.59 1.85 1.03 0.33
H -1.90 1.56 -1.43 0.31
H -0.16 -2.40 0.35 0.30
```


Molecular formula: C15H28N5O5
Method: DFT, ωB97M-V/def2-TZVPD

Properties
Largest force on an atom: 0.68 eV/A
Frontier orbital gap: 7.657 eV
Charge: +1

```
53
Properties=species:S:1:pos:R:3:mulliken_charge:R:1
H 0.53 0.94 -0.74 0.28
H 0.28 0.07 2.64 0.15
C -1.75 -1.68 -0.50 -1.23
O -2.79 0.39 2.64 -0.57
H 1.24 -1.53 -2.20 -0.01
H -2.36 -1.31 0.32 0.37
O 1.64 -3.49 -0.78 -0.51
C -2.37 4.02 -2.51 0.50
C -1.71 0.69 3.12 0.71
C -3.16 5.88 -1.85 -0.02
N 1.53 4.44 -1.95 -0.25
H 2.28 -5.00 -3.40 0.36
H 3.15 -2.80 0.76 0.17
C -0.57 -0.29 3.22 -0.82
H 0.74 -0.53 0.22 0.09
C -0.95 -0.56 -1.10 0.89
C 2.69 -2.00 2.66 0.88
H -0.89 -1.25 2.83 0.26
H 4.31 -3.26 2.03 0.41
H 1.68 -5.75 -1.90 0.32
H -2.34 2.70 3.48 0.34
N -1.99 6.19 -2.42 -0.21
H -1.55 7.09 -2.52 0.22
C 2.70 -2.22 4.15 -1.23
H -0.62 2.54 3.07 0.30
H 3.73 -2.36 4.50 0.40
O -0.32 4.87 -3.54 -0.40
H -1.19 2.07 4.68 0.36
H -1.38 2.34 -3.06 0.20
H 0.53 -5.16 -3.12 0.34
H -3.02 2.13 -2.50 0.23
H -2.39 -2.13 -1.26 0.36
H 0.24 -2.49 -3.29 0.30
H -0.27 -0.40 4.26 0.52
C -1.45 2.09 3.62 -1.19
H 2.27 -1.35 4.66 0.28
C 1.22 -2.41 -2.83 -0.85
C 3.25 -3.10 1.80 -1.01
N -3.42 4.60 -1.88 -0.52
C 1.48 -3.62 -1.97 0.82
O 2.25 -0.99 2.16 -0.54
H -3.80 6.63 -1.41 0.45
H 2.71 -4.03 1.95 0.32
N -1.51 4.99 -2.86 0.58
H 1.98 -2.31 -3.60 0.48
C 1.49 -4.97 -2.64 -1.29
C 0.00 0.16 -0.19 -0.51
H -1.07 -2.45 -0.11 0.22
H 2.12 -3.11 4.41 0.32
H -0.55 0.61 0.64 0.13
N -2.25 2.73 -2.73 -0.24
C 0.68 4.63 -2.69 0.46
O -1.06 -0.25 -2.27 -0.62
```


Molecular formula: C4H11NOS
Method: DFT, ωB97M-V/def2-TZVPD

Properties
SMILES: CN[C@H](CO)CS
Largest force on an atom: 0.77 eV/A
Frontier orbital gap: 9.368 eV

```
18
Properties=species:S:1:pos:R:3:mulliken_charge:R:1
C -0.06 -0.28 0.49 0.17
H -0.96 1.44 -0.46 0.37
H 0.07 -3.13 -1.00 0.31
H 2.78 1.34 -0.44 0.35
H 1.96 -0.34 0.79 0.26
C -0.59 -1.36 -0.46 -0.59
H -1.62 -1.64 -0.24 0.31
C -0.93 0.98 0.52 -0.84
H 1.32 1.41 -1.45 0.27
H -0.41 1.67 1.17 0.31
S -2.62 0.78 1.15 -0.18
H -0.54 -0.95 -1.48 0.29
H -2.94 -0.25 0.37 0.08
O 0.25 -2.48 -0.31 -0.52
C 1.69 1.31 -0.43 -0.93
H -0.11 -0.72 1.49 0.31
H 1.38 2.19 0.15 0.29
N 1.31 0.03 0.12 -0.27
```


Molecular formula: C8H11Br2NO3
Method: DFT, ωB97M-V/def2-TZVPD

Properties
Largest force on an atom: 4.52 eV/A
Frontier orbital gap (alpha / beta): 8.830 / 8.830 eV

```
25
Properties=species:S:1:pos:R:3:mulliken_charge:R:1
N 2.50 -1.39 2.62 -0.50
O 0.49 -1.13 0.28 -0.32
H -2.24 -1.02 0.52 0.13
C -2.07 2.12 -1.20 -0.83
C 3.20 -0.22 0.47 -0.07
C 2.87 -0.95 1.61 0.39
C 1.50 0.96 -0.08 0.25
H -2.16 -2.49 1.65 0.39
O 1.83 1.99 -0.54 -0.40
C -0.87 1.47 -1.83 -0.31
O -0.38 0.19 -1.31 -0.37
Br 3.63 -1.28 -1.00 0.00
H -1.92 -2.54 -0.28 0.27
H 0.15 2.10 -1.84 0.22
H -2.92 1.94 -1.90 0.27
H -0.51 -1.06 2.04 0.36
C 0.25 0.16 -0.06 0.28
Br 4.36 1.38 0.68 -0.07
H -2.07 3.15 -0.84 0.32
H -2.31 1.38 -0.33 0.16
C -1.74 -2.01 0.75 -0.87
H 0.16 -2.69 1.46 0.42
H -0.42 0.50 0.79 0.28
H -0.98 1.17 -2.87 0.41
C -0.32 -1.77 1.22 -0.43
```


Molecular formula: C6H15NO3
Method: DFT, ωB97M-V/def2-TZVPD

Properties
SMILES: C[C@@](N)(O)C(=O)O.CCC
Largest force on an atom: 3.89 eV/A
Frontier orbital gap: 10.050 eV

```
25
Properties=species:S:1:pos:R:3:mulliken_charge:R:1
C -0.03 1.66 1.94 -1.18
H 1.32 -2.03 -2.77 0.25
H 2.03 -1.06 0.69 0.31
H 0.79 1.91 1.26 0.23
H -1.10 2.56 -0.40 0.25
H 0.54 1.46 -1.54 0.41
C 0.70 -1.79 -0.83 0.85
O -0.96 -0.30 -1.84 -0.66
H -0.77 0.15 0.54 -0.35
O 0.93 0.67 -1.13 -0.45
C 0.02 -0.31 -1.12 0.43
C -1.20 1.08 1.16 0.55
C 1.31 -1.86 0.56 -1.46
C -1.85 2.09 0.23 -1.28
H -1.02 -2.25 -1.52 0.41
H -1.95 0.68 1.85 0.42
H -2.58 1.60 -0.42 0.32
O -0.34 -2.69 -0.98 -0.60
H 1.80 -2.83 0.68 0.45
H -0.33 2.57 2.47 0.42
H -2.34 2.88 0.80 0.42
H 0.34 0.96 2.68 0.32
H 0.52 -1.78 1.31 0.33
N 1.71 -2.01 -1.83 -0.65
H 2.45 -1.33 -1.78 0.26
```


Molecular formula: C27H50OP2Sc
Method: DFT, ωB97M-V/def2-TZVPD

Properties
Largest force on an atom: 7.11 eV/A
Frontier orbital gap: 7.769 eV
Charge: +1

```
81
Properties=species:S:1:pos:R:3:mulliken_charge:R:1
H 4.66 2.26 -0.06 0.37
H -4.60 -3.75 1.19 0.32
H 3.23 4.00 0.46 0.58
H 1.38 3.80 -3.78 0.36
C 2.41 3.63 -3.46 -0.18
C -1.17 0.80 -2.53 -1.20
H 1.27 0.61 3.11 0.44
H 5.99 2.05 -1.99 0.41
H 0.54 -5.08 0.13 0.50
H 2.03 -3.08 2.95 0.45
O -0.28 -2.18 1.81 -0.54
C -3.76 1.78 0.43 -1.44
H 0.07 2.66 1.93 0.45
H -3.60 1.87 -0.65 0.33
C -2.61 1.01 3.32 -1.57
H 2.14 1.62 -3.89 0.46
H 2.68 5.74 -3.44 0.40
C -2.52 -2.20 3.52 -0.90
H -1.24 -4.87 2.37 0.40
C 4.43 2.96 -0.87 -0.26
H 0.94 -3.47 -0.41 0.33
H -0.08 -4.27 3.63 0.39
C -3.44 0.39 0.91 0.90
H -3.12 2.52 0.93 0.31
H -3.40 -2.61 4.04 0.29
C 1.86 -3.40 1.90 -2.01
H -2.84 -3.98 1.27 0.10
H 2.36 -2.69 1.22 0.36
C -3.45 -1.93 1.08 0.52
H 2.55 0.48 1.86 0.37
C 2.85 2.36 -3.51 -0.53
H 3.53 6.00 -1.18 0.36
H 3.98 0.82 -2.62 0.22
H -3.61 -3.59 -0.27 0.28
C 3.59 3.95 -0.57 -0.54
Sc -1.62 -0.77 0.68 -1.98
H 4.18 4.86 -3.29 0.34
H -5.52 -1.01 -1.02 0.38
C -3.77 -0.84 0.23 0.86
C -3.64 -3.39 0.80 -1.16
H -1.95 -1.60 4.23 0.29
C 4.18 1.78 -3.11 -0.48
P 0.28 0.47 0.90 1.72
H 1.63 -0.87 -0.61 0.38
H -4.08 -1.82 -1.67 0.34
C 0.24 2.31 0.91 -1.09
C 1.01 0.02 -0.75 -0.89
C 1.56 0.12 2.17 -1.00
H -0.58 2.66 0.28 0.33
C 0.20 -4.02 0.19 -1.66
H 2.35 -4.39 1.77 0.40
H -1.29 -2.15 -3.05 0.41
H 0.43 -1.71 -3.24 0.42
H -4.21 -0.05 -1.73 0.28
C -4.42 -0.94 -1.12 -1.40
H -1.80 0.63 3.95 0.40
H -1.51 1.67 -1.97 0.25
H 1.58 -0.96 2.33 -0.06
P -0.65 -0.53 -1.37 1.43
H -3.48 1.19 3.96 0.35
C 5.08 2.63 -2.19 -0.98
H 1.18 2.73 0.54 0.08
C -0.36 -1.93 -2.52 -1.26
H 4.74 1.53 -4.03 0.41
H -4.80 2.04 0.64 0.33
C 3.13 4.86 -2.97 -0.97
H -0.09 -2.80 -1.91 0.20
H -2.30 1.97 2.91 0.29
C 0.34 -3.49 1.60 2.08
H -2.00 0.44 -3.14 0.44
C -2.94 -1.39 2.34 0.57
C 3.04 5.05 -1.44 -0.56
H -1.89 -3.04 3.21 0.02
H -0.85 -3.98 -0.15 0.22
H -0.35 1.09 -3.20 0.33
C -2.95 0.04 2.23 0.72
H 5.41 3.53 -2.71 0.36
H 1.56 0.79 -1.31 0.31
C -0.20 -4.58 2.57 -1.93
H 0.37 -5.53 2.45 0.45
H 1.98 5.19 -1.18 0.27
```


no.,total energy (Eh)
1,-2404.9391
2,-11929.8464
3,-903.0994
4,-1237.9705
5,-687.1529
6,-5739.7730
7,-518.0836
8,-2577.1919